[1]
{"formula": "C3H6Cl3O3P2", "method": "ωB97M-V/def2-TZVPD", "relative_energy_ev": 0.095, "total_charge": -1, "total_energy_ev": -65501.32126, "homo_lumo_gap_ha": 0.32654, "elements": ["C", "C", "C", "O", "O", "O", "P", "P", "Cl", "Cl", "Cl", "H", "H", "H", "H", "H", "H"], "positions_angstrom": [[-1.5697, -0.8946, 0.7634], [-0.1555, -1.3286, 0.6367], [0.8531, -0.2523, 0.1612], [2.2908, 2.0026, 0.8083], [0.2028, 1.5792, 2.2963], [0.0526, 2.0784, -0.4309], [0.9414, 1.4407, 1.0447], [0.2322, 0.8393, -1.3915], [0.3555, -1.1159, -2.6376], [-1.3652, 1.2080, -2.3473], [1.7865, 1.4498, -2.4107], [-1.8443, -0.5400, -0.1951], [-2.1567, -1.7400, 0.8844], [-1.7425, -0.2523, 1.5442], [0.4006, -1.5510, 1.5559], [-0.1251, -2.0948, -0.1497], [1.8435, -0.8286, -0.1324]], "forces_ev_per_a": [[1.1330, -0.7335, -0.9365], [2.1721, 0.9120, -0.6514], [-0.1361, 0.7036, -1.6894], [0.0640, -0.1480, 0.3843], [-1.0130, -0.1499, 0.4227], [0.1057, -0.4049, 2.2633], [1.4937, -0.0748, -2.1388], [2.8235, -2.2102, 2.8705], [-0.1410, -0.8016, -0.2763], [-3.1966, 0.5704, -1.9029], [1.3810, 0.7864, -1.0196], [-0.6072, 0.9491, -0.8458], [-1.3223, -1.7892, 0.5152], [-0.4292, 1.9320, 1.6036], [-0.8307, -1.0017, 0.1872], [0.3432, -0.2646, 0.6318], [-1.8402, 1.7249, 0.5821]], "lowdin_charge": [-0.1134, -0.3314, -0.3948, -0.3753, -0.3247, -0.5512, 0.3232, -0.3820, -0.0426, 0.4073, 0.3568, 0.0314, 0.0512, 0.0499, 0.1093, 0.0653, 0.1211]}

[2]
{"formula": "C3H6Cl4OSi2", "method": "ωB97M-V/def2-TZVPD", "relative_energy_ev": 2.490, "total_energy_ev": -71104.86826, "homo_lumo_gap_ha": [0.27647, 0.23343], "elements": ["C", "C", "C", "O", "Si", "Si", "Cl", "Cl", "Cl", "Cl", "H", "H", "H", "H", "H", "H"], "positions_angstrom": [[0.2236, 0.0412, -0.4719], [1.0734, -0.5087, 0.6826], [-0.8246, 1.0757, -0.0532], [2.3214, 0.1254, 0.7931], [-0.2023, 2.8398, 0.3660], [3.8209, -0.2647, 0.2943], [0.9429, 3.5808, -1.1405], [-1.8287, 4.0364, 0.6045], [4.9398, 0.9843, 1.4189], [4.0130, 0.2171, -1.6816], [0.8944, 0.4625, -1.2205], [-0.3040, -0.7958, -0.9358], [0.5618, -0.3570, 1.6382], [1.2300, -1.5822, 0.5462], [-1.5330, 1.1926, -0.8805], [-1.3942, 0.6779, 0.7883]], "forces_ev_per_a": [[0.1240, 0.0257, 0.2322], [-0.4693, -0.3789, -0.2185], [0.1826, 0.2609, -0.2082], [0.3035, 0.3281, 0.1552], [0.1051, -1.0907, 0.4774], [-0.5987, 0.0017, 0.1399], [0.2450, 0.0806, -0.4528], [-0.4679, 0.2956, 0.0286], [0.5994, 0.2775, 0.2501], [0.1187, -0.0031, -0.3978], [0.0372, -0.0844, -0.1148], [0.0565, 0.0199, -0.0293], [-0.0064, -0.0979, -0.0710], [-0.0942, -0.0187, 0.0405], [-0.0510, 0.1869, 0.0576], [-0.0844, 0.1966, 0.1108]], "lowdin_charge": [-0.2485, -0.2703, -0.3760, -0.3779, -0.1353, -0.2226, 0.2550, 0.2399, 0.3019, 0.2653, 0.0807, 0.1123, 0.1225, 0.1118, 0.0721, 0.0689]}

[3]
{"formula": "C3H6ClFN2", "method": "ωB97M-V/def2-TZVPD", "relative_energy_ev": 3.039, "total_energy_ev": -21425.47882, "smiles": "CN/N=C\\[C@H](F)Cl", "homo_lumo_gap_ha": 0.34272, "elements": ["C", "N", "N", "C", "C", "F", "Cl", "H", "H", "H", "H", "H", "H"], "positions_angstrom": [[1.6781, 0.6714, 0.0217], [1.0620, -0.4223, -0.7303], [0.3811, -1.2533, 0.3413], [-0.9072, -0.9026, 0.6321], [-1.7470, 0.0156, -0.2292], [-1.5369, 1.2796, 0.3836], [-3.5356, -0.1958, -0.2137], [2.2077, 0.3845, 0.8792], [2.5912, 1.0739, -0.4456], [0.9570, 1.5085, 0.2326], [1.6842, -0.9868, -1.2944], [-1.3681, -1.3435, 1.6253], [-1.4665, 0.1708, -1.2027]], "forces_ev_per_a": [[0.3123, 1.3948, -1.3170], [-2.2856, 0.0956, 1.2842], [-3.4631, 1.7009, 0.3909], [3.4444, -2.3691, -0.4163], [-0.6175, 1.6262, 3.3448], [-0.1903, -0.3031, -0.2893], [0.8960, -0.5047, 0.1315], [-0.1401, -0.9916, 2.0591], [-0.7433, 0.1428, -1.0686], [0.7337, -0.9982, -0.2080], [0.1646, -0.2480, 0.7595], [1.0077, 0.7774, -2.3569], [0.8813, -0.3229, -2.3140]], "lowdin_charge": [-0.1490, -0.1192, 0.0316, -0.1168, -0.6719, -0.1038, 0.6181, 0.0441, 0.0798, 0.0866, 0.0941, 0.1461, 0.0603]}

[4]
{"formula": "C3H6ClFN2O", "method": "ωB97M-V/def2-TZVPD", "relative_energy_ev": 1.464, "total_energy_ev": -23473.82748, "smiles": "O/N=C\\NC[C@@H](F)Cl", "homo_lumo_gap_ha": 0.35415, "elements": ["O", "N", "C", "N", "C", "C", "F", "Cl", "H", "H", "H", "H", "H", "H"], "positions_angstrom": [[-2.1535, -2.0308, 0.4685], [-2.9547, -1.0872, -0.2857], [-2.2145, -0.0177, -0.3707], [-1.0641, 0.1991, 0.2868], [-0.1048, 1.2645, -0.0007], [1.3053, 0.7294, -0.5215], [2.1388, 1.7395, -0.8779], [2.2230, -0.3582, 0.6421], [-2.5864, -2.8481, 0.2429], [-2.7403, 0.7231, -0.9461], [-0.7056, -0.7408, 0.6465], [-0.5553, 1.8992, -0.8420], [-0.0083, 1.8304, 0.9332], [0.9995, 0.1760, -1.4479]], "forces_ev_per_a": [[-0.5679, 0.2615, -0.0872], [2.0466, 0.5064, 0.1746], [-2.2792, -0.8685, -0.2251], [1.7832, -2.0506, 0.2366], [0.0417, 0.1222, -0.2945], [-1.7412, -0.5566, -0.4632], [-0.2987, 0.0647, 0.2680], [-1.0377, 0.7927, -0.8375], [-0.1558, -0.5224, 0.0639], [0.3840, 0.7482, -0.0983], [-0.3535, 1.9446, -0.3689], [0.8840, -0.6470, 1.2358], [0.3454, 0.2778, -0.4501], [0.9491, -0.0729, 0.8459]], "lowdin_charge": [-0.1231, -0.0029, -0.2665, -0.0179, -0.1713, -0.6678, -0.0415, 0.5813, 0.0727, 0.1173, 0.1387, 0.1460, 0.1144, 0.1207]}

[5]
{"formula": "C3H6ClFO2", "method": "ωB97M-V/def2-TZVPD", "relative_energy_ev": 4.460, "total_energy_ev": -22538.32243, "homo_lumo_gap_ha": 0.38117, "elements": ["C", "C", "C", "H", "H", "H", "H", "H", "H", "O", "O", "F", "Cl"], "positions_angstrom": [[1.2222, -0.4398, -0.0178], [-0.0368, 0.1461, 0.3776], [-1.3437, -0.1715, -0.5098], [2.9858, -0.0665, -0.3769], [1.1070, -1.5492, 0.3828], [0.9505, -0.5912, -1.2293], [-1.1185, -1.3266, -0.7202], [-1.3074, 0.2124, -1.5697], [-2.0454, 1.2298, 1.1776], [2.4269, 0.2917, 0.3779], [-2.5142, 0.0964, 0.3051], [-0.3262, 0.0578, 1.6584], [-0.0001, 2.1106, 0.1442]], "forces_ev_per_a": [[-0.1619, -2.3434, -2.2151], [-2.8956, 3.8602, -1.5536], [1.0800, -2.3109, 1.2697], [-0.1037, 1.1148, 1.6683], [0.8372, 2.0132, -0.5078], [1.7381, 0.6217, 2.7544], [-1.3678, 1.6837, 0.8052], [-0.0941, 0.4910, 1.4403], [-1.5498, -3.9194, -3.4807], [-1.0682, -2.6010, -2.8423], [3.2134, 3.2223, 1.1905], [0.1280, -0.7056, 1.2627], [0.2445, -1.1267, 0.2084]], "lowdin_charge": [-0.2637, -0.7482, -0.3090, 0.1190, 0.1720, 0.1839, 0.1429, 0.1151, 0.3113, -0.0704, -0.2042, 0.0187, 0.5326]}

[6]
{"formula": "C3H6ClN", "method": "ωB97M-V/def2-TZVPD", "relative_energy_ev": 1.859, "total_energy_ev": -17218.23310, "smiles": "C[C@H]1C=N1.Cl", "homo_lumo_gap_ha": 0.38990, "elements": ["C", "C", "C", "N", "H", "H", "H", "H", "H", "Cl", "H"], "positions_angstrom": [[-0.1746, 1.1692, 0.7681], [-1.2199, 0.0913, 0.5705], [-1.1818, -0.8060, -0.5437], [-0.8586, -1.3904, 0.5341], [0.6684, 1.1754, 0.0286], [0.3711, 1.0457, 1.6729], [-0.8358, 1.9985, 0.7635], [-2.1179, 0.2407, 1.0086], [-1.4328, -1.0487, -1.6418], [2.7556, -1.1316, -1.4526], [4.0264, -1.3441, -1.7081]], "forces_ev_per_a": [[0.3599, -1.3948, -0.9815], [3.1795, -0.5753, -1.2027], [-0.5845, -1.6526, -1.0665], [0.0098, 0.4808, -1.5431], [-1.2426, 0.1873, 0.0406], [-0.0344, 0.1111, 1.2524], [0.3796, 1.6854, 0.0248], [-2.7461, 0.8040, 1.5123], [0.7010, 0.3516, 1.9500], [0.9551, -0.1736, -0.1718], [-0.9773, 0.1762, 0.1855]], "lowdin_charge": [-0.0652, -0.3460, -0.1426, 0.1426, 0.0805, 0.0582, 0.0588, 0.0735, 0.1361, 0.2262, -0.2221]}

[7]
{"formula": "C3H6ClN2", "method": "ωB97M-V/def2-TZVPD", "relative_energy_ev": 1.409, "total_charge": 1, "total_energy_ev": -18702.61952, "homo_lumo_gap_ha": 0.42282, "elements": ["C", "C", "C", "N", "N", "Cl", "H", "H", "H", "H", "H", "H"], "positions_angstrom": [[0.5553, 0.0240, -0.2026], [-2.3105, -0.2890, 1.9442], [1.3675, 0.9117, -1.0124], [0.1892, -1.1343, -0.4939], [-1.5812, -1.0579, 1.5005], [-3.4656, 0.6907, 2.2880], [0.0642, 0.4751, 0.7089], [2.1721, 0.4056, -1.7615], [1.9451, 1.5017, -0.3358], [0.8006, 1.7047, -1.5844], [-0.3796, -1.6416, 0.2928], [0.6430, -1.5907, -1.3439]], "forces_ev_per_a": [[-1.2829, 2.6380, 0.8586], [1.3094, -1.8539, -1.1853], [2.2912, -0.0264, -2.7001], [0.5134, -3.2255, -0.2009], [0.3679, -0.1000, 0.4837], [-1.9746, 1.8697, 1.0159], [0.7839, -0.6868, -0.8753], [-2.2244, 0.9156, 1.7085], [0.6106, 0.4621, 0.5544], [0.1185, -1.1317, 0.5495], [0.6112, 0.7160, -1.7598], [-1.1242, 0.4228, 1.5508]], "lowdin_charge": [-0.1784, -0.8186, -0.0418, 0.1838, 0.1023, 0.9255, 0.1453, 0.1583, 0.0767, 0.1297, 0.1230, 0.1942]}

[8]
{"formula": "C3H6ClN2O", "method": "ωB97M-V/def2-TZVPD", "relative_energy_ev": 5.452, "total_charge": 1, "total_energy_ev": -20746.91491, "smiles": "CONC[N+]#CCl", "homo_lumo_gap_ha": 0.38077, "elements": ["C", "O", "N", "C", "N", "C", "Cl", "H", "H", "H", "H", "H", "H"], "positions_angstrom": [[2.0189, 1.0934, 0.7130], [0.6741, 0.9509, 0.1221], [0.5016, -0.2361, -0.6118], [-0.4737, -1.1478, -0.2492], [-2.0852, -0.7514, -0.3124], [-3.1166, -0.2229, -0.2380], [-4.4763, 0.5124, -0.1638], [2.8107, 1.0009, -0.0515], [2.2975, 0.2891, 1.3101], [2.1453, 2.1372, 1.0683], [0.8320, -0.1313, -1.4940], [-0.5337, -2.0104, -0.9514], [-0.5946, -1.4841, 0.8585]], "forces_ev_per_a": [[0.3932, 1.1221, -2.6482], [0.2169, -0.2219, 0.5050], [-1.8689, -0.6973, 4.3531], [0.7227, -1.0319, 1.1992], [-1.8221, 1.6728, -0.3909], [3.7251, -1.7172, -0.2841], [-2.0960, 1.0015, 0.1450], [-0.5715, 0.2517, -0.4496], [-0.2682, -1.0871, 1.9963], [-0.6751, -0.9818, 0.2994], [0.6932, 0.1385, -3.3598], [0.4791, 0.7198, 0.6306], [1.0716, 0.8308, -1.9960]], "lowdin_charge": [-0.0275, -0.1486, -0.0161, -0.0663, 0.1793, -0.6355, 1.0213, 0.0894, 0.0609, 0.1133, 0.1125, 0.1452, 0.1722]}